Record 1
{
  "formula": "C15H24O15",
  "method": "wB97M-V/def2-TZVPD",
  "symbols": ["C", "O", "C", "O", "O", "C", "H", "H", "H", "H", "H", "H", "C", "O", "C", "O", "O", "C", "H", "H", "H", "H", "H", "H", "O", "C", "O", "C", "C", "O", "H", "H", "H", "H", "O", "C", "O", "C", "C", "O", "H", "H", "H", "H", "O", "C", "O", "C", "C", "O", "H", "H", "H", "H"],
  "positions_angstrom": [[-4.817, -25.171, 1.328], [-4.518, -24.221, 0.323], [-3.524, -24.431, -0.510], [-2.731, -25.390, -0.544], [-3.604, -23.455, -1.431], [-2.831, -23.513, -2.598], [-4.640, -26.191, 0.988], [-5.876, -25.274, 1.566], [-4.229, -25.007, 2.232], [-3.352, -23.137, -3.478], [-2.273, -24.432, -2.775], [-2.053, -22.790, -2.353], [-3.044, -21.012, -6.521], [-2.802, -22.051, -7.491], [-2.448, -23.361, -7.158], [-2.191, -23.793, -6.018], [-2.282, -23.993, -8.315], [-2.333, -25.452, -8.261], [-2.609, -21.292, -5.562], [-4.127, -20.933, -6.426], [-2.554, -20.099, -6.860], [-3.377, -25.764, -8.295], [-1.798, -25.863, -7.405], [-1.752, -25.778, -9.124], [-6.876, -18.084, -10.437], [-5.876, -18.750, -10.410], [-5.345, -19.488, -11.423], [-4.382, -20.371, -10.888], [-4.155, -19.805, -9.461], [-5.228, -19.029, -9.276], [-4.659, -21.425, -10.870], [-3.392, -20.198, -11.310], [-3.236, -19.223, -9.392], [-4.024, -20.664, -8.803], [2.765, -22.894, -2.037], [1.986, -23.134, -2.973], [1.157, -24.244, -3.115], [0.667, -24.236, -4.453], [0.984, -22.817, -4.831], [1.998, -22.408, -4.024], [1.214, -25.024, -4.971], [-0.392, -24.490, -4.512], [0.116, -22.162, -4.754], [1.192, -22.735, -5.898], [-0.174, -28.553, -9.334], [-1.049, -29.045, -8.695], [-1.350, -30.346, -8.657], [-1.999, -30.700, -7.472], [-2.382, -29.342, -6.955], [-1.689, -28.436, -7.730], [-2.919, -31.278, -7.556], [-1.348, -31.187, -6.746], [-1.945, -29.209, -5.966], [-3.469, -29.265, -6.998]],
  "atomic_forces_ev_per_a": [[0.33, -1.68, 0.35], [-0.86, 0.39, 0.66], [1.75, -2.43, -1.61], [-2.00, 2.48, 0.40], [-1.19, -0.69, 0.78], [2.12, 0.97, 0.11], [0.72, 0.06, -0.25], [-0.11, 1.23, -0.18], [-0.07, 0.17, -0.10], [-0.40, -0.39, 0.30], [-0.68, -0.34, 0.13], [0.40, 0.21, -0.65], [0.29, -1.13, 0.55], [0.51, -1.70, 0.05], [1.01, 1.24, 1.93], [-1.13, 1.25, -2.88], [-0.59, -0.42, 0.74], [0.83, 0.26, -0.15], [-0.07, -0.03, 0.05], [0.13, 0.39, 0.07], [-0.26, -0.13, -0.18], [0.17, -0.06, -0.02], [-0.33, 0.35, 0.19], [-0.43, 0.01, -0.13], [1.51, -0.44, -0.57], [-2.07, -0.28, -0.02], [-0.35, 0.28, -0.20], [1.90, 0.73, 1.02], [2.21, -2.36, -1.14], [-2.03, 1.81, 1.86], [-0.36, 0.24, -0.36], [-0.38, -0.51, -1.05], [0.10, 0.17, -0.12], [-0.59, 0.38, 0.40], [-2.86, -1.24, -2.10], [3.16, -1.82, 5.01], [0.69, 1.25, 1.19], [0.04, -0.53, 0.38], [-2.56, -0.05, -3.49], [0.71, 1.85, -1.52], [0.17, 0.26, -0.40], [0.06, 0.23, 0.25], [-0.21, 0.03, 0.63], [0.74, -0.01, 0.04], [-0.53, 0.10, -0.80], [1.99, -0.53, 0.19], [0.32, -1.77, -1.67], [-0.47, 0.19, 1.05], [-0.49, -0.47, 2.13], [-0.84, 2.25, -0.09], [0.39, -0.36, -0.81], [0.35, -0.27, -0.48], [-0.86, 0.05, 0.36], [0.11, 0.81, 0.12]],
  "orbital_gap_ev": 10.74,
  "smiles": "COC(=O)OC.COC(=O)OC.O=C1OCCO1.O=C1OCCO1.O=C1OCCO1",
  "homo_energy_ev": -10.66,
  "charge": 0,
  "lumo_energy_ev": 0.0822
}

Record 2
{
  "formula": "C15H24O5",
  "method": "wB97M-V/def2-TZVPD",
  "symbols": ["C", "O", "C", "C", "C", "O", "C", "C", "O", "C", "O", "C", "C", "C", "C", "C", "C", "C", "O", "C", "H", "H", "H", "H", "H", "H", "H", "H", "H", "H", "H", "H", "H", "H", "H", "H", "H", "H", "H", "H", "H", "H", "H", "H"],
  "positions_angstrom": [[2.343, -4.927, -0.767], [2.237, -3.886, 0.184], [1.250, -4.104, 1.167], [1.054, -2.790, 1.933], [0.386, -1.715, 1.065], [1.247, -1.292, 0.032], [-0.003, -0.507, 1.921], [-0.884, 0.507, 1.191], [-1.512, 1.310, 2.167], [-0.091, 1.385, 0.223], [-1.005, 2.283, -0.373], [-0.398, 3.150, -1.299], [-1.421, 4.059, -1.928], [-2.771, 3.742, -1.901], [-3.697, 4.580, -2.499], [-3.282, 5.737, -3.133], [-1.935, 6.056, -3.166], [-1.009, 5.223, -2.564], [1.557, -5.200, 1.981], [2.730, -5.069, 2.765], [1.421, -5.007, -1.354], [3.175, -4.663, -1.417], [2.540, -5.884, -0.279], [0.303, -4.402, 0.684], [0.435, -3.002, 2.805], [2.026, -2.419, 2.260], [-0.531, -2.142, 0.620], [1.779, -2.057, -0.236], [0.901, -0.008, 2.270], [-0.567, -0.847, 2.790], [-1.655, -0.028, 0.611], [-1.872, 2.078, 1.704], [0.679, 1.943, 0.777], [0.401, 0.762, -0.532], [0.101, 2.560, -2.089], [0.381, 3.751, -0.801], [-3.086, 2.838, -1.405], [-4.747, 4.326, -2.469], [-4.004, 6.390, -3.600], [-1.604, 6.959, -3.659], [0.042, 5.476, -2.588], [3.553, -4.662, 2.173], [2.555, -4.431, 3.636], [2.980, -6.074, 3.098]],
  "atomic_forces_ev_per_a": [[0.00, -0.17, -0.08], [0.01, 0.26, 0.20], [-0.45, 0.16, 0.24], [0.01, -0.24, -0.54], [-0.21, -0.11, 0.61], [0.30, 0.08, -0.27], [-0.21, 0.01, -0.54], [0.35, -0.09, -0.40], [-0.10, 0.24, 0.20], [0.02, -0.36, 0.13], [-0.21, 0.07, 0.01], [0.26, 0.03, -0.10], [0.02, -0.06, 0.11], [0.08, -0.07, 0.06], [-0.07, 0.02, -0.04], [-0.08, 0.05, -0.04], [0.04, 0.07, -0.06], [0.00, -0.10, 0.05], [-0.06, -0.08, -0.13], [0.03, 0.03, 0.00], [0.05, -0.01, -0.01], [-0.04, -0.08, -0.05], [0.02, 0.05, -0.05], [0.20, 0.09, 0.03], [-0.01, -0.01, 0.03], [0.03, 0.05, 0.10], [0.07, 0.04, 0.12], [-0.06, 0.07, 0.00], [0.10, -0.01, 0.11], [0.00, -0.03, 0.04], [0.12, 0.01, 0.02], [-0.02, -0.01, 0.04], [-0.05, -0.05, 0.00], [-0.05, 0.10, 0.05], [-0.05, 0.06, 0.15], [-0.10, -0.07, -0.09], [-0.05, -0.07, 0.05], [-0.08, -0.02, 0.00], [-0.06, 0.05, -0.03], [0.02, 0.07, -0.03], [0.12, 0.05, 0.01], [0.02, -0.03, 0.07], [0.04, -0.02, -0.01], [0.06, 0.06, 0.04]],
  "orbital_gap_ev": 9.86,
  "smiles": "COC(C[C@H](O)C[C@@H](O)COCc1ccccc1)OC",
  "homo_energy_ev": -9.05,
  "charge": 0,
  "lumo_energy_ev": 0.8091
}

Record 3
{
  "formula": "C15H25AsBF4N2OPtS3Sb",
  "method": "wB97M-V/def2-TZVPD",
  "symbols": ["Pt", "S", "Sb", "S", "S", "F", "B", "F", "F", "F", "C", "As", "C", "C", "C", "C", "C", "C", "C", "C", "H", "H", "H", "H", "H", "H", "H", "H", "H", "H", "H", "H", "H", "C", "N", "C", "C", "C", "N", "C", "C", "O", "H", "H", "H", "H", "H", "H", "H", "H", "H", "H", "H", "H"],
  "positions_angstrom": [[-0.630, 1.088, -0.643], [-1.357, 3.713, -4.334], [-2.484, 3.404, -2.335], [-2.049, 1.004, -2.413], [-0.730, 3.330, -0.666], [-0.061, -1.891, 1.132], [1.023, -2.769, 1.286], [2.210, -2.036, 1.089], [0.972, -3.810, 0.355], [1.020, -3.286, 2.581], [1.222, 0.073, 2.902], [0.145, 1.145, 1.695], [0.966, 2.877, 2.062], [-1.469, 1.276, 2.795], [-2.566, 2.015, 2.106], [-2.713, 3.388, 2.275], [-3.697, 4.086, 1.593], [-4.552, 3.417, 0.730], [-4.414, 2.045, 0.555], [-3.429, 1.352, 1.237], [0.828, -0.934, 2.966], [1.185, 0.578, 3.870], [2.249, 0.021, 2.543], [0.918, 3.091, 3.132], [0.461, 3.655, 1.501], [2.012, 2.837, 1.754], [-1.169, 1.770, 3.725], [-1.751, 0.247, 3.033], [-2.036, 3.918, 2.935], [-3.785, 5.158, 1.724], [-5.318, 3.961, 0.189], [-5.062, 1.517, -0.131], [-3.307, 0.288, 1.077], [2.661, 0.104, -1.086], [2.323, -1.142, -1.736], [3.417, -2.067, -1.974], [2.933, -3.499, -1.848], [1.754, -3.692, -2.775], [0.753, -2.674, -2.523], [-0.641, -3.060, -2.644], [1.027, -1.518, -1.862], [0.066, -0.843, -1.482], [3.645, 0.415, -1.443], [2.696, -0.016, 0.004], [1.945, 0.887, -1.345], [4.191, -1.861, -1.231], [3.852, -1.888, -2.967], [2.610, -3.673, -0.821], [3.735, -4.196, -2.096], [1.293, -4.667, -2.604], [2.077, -3.654, -3.826], [-0.711, -3.810, -3.432], [-1.244, -2.198, -2.921], [-1.015, -3.473, -1.708]],
  "atomic_forces_ev_per_a": [[1.01, -0.70, 0.14], [0.26, 0.03, -0.49], [-0.12, -0.40, 0.62], [-0.27, 0.38, -0.68], [-0.45, 0.59, -0.04], [-0.33, -0.13, -0.08], [0.02, 0.13, 0.24], [0.41, 0.05, -0.17], [-0.33, -0.23, -0.16], [-0.03, -0.16, 0.33], [0.06, 0.10, -0.07], [0.17, 0.41, -0.45], [0.08, -0.12, 0.28], [0.05, -0.12, 0.22], [-0.18, 0.09, 0.14], [-0.04, -0.06, 0.02], [-0.04, 0.01, -0.01], [-0.03, 0.04, 0.02], [0.00, 0.05, 0.00], [0.01, -0.03, 0.04], [-0.02, 0.04, 0.10], [0.04, -0.03, -0.02], [-0.05, -0.01, 0.02], [0.03, 0.00, 0.00], [-0.03, 0.05, 0.03], [-0.02, -0.02, -0.02], [-0.06, -0.05, -0.06], [-0.02, 0.06, -0.06], [0.02, 0.01, 0.02], [-0.01, 0.00, 0.00], [0.03, -0.02, 0.01], [-0.03, -0.03, -0.04], [0.01, 0.00, -0.01], [-0.02, 0.24, 0.10], [-0.04, 0.01, -0.01], [0.07, -0.12, -0.03], [0.15, 0.08, 0.06], [0.09, -0.07, -0.07], [-0.05, -0.12, -0.09], [0.05, 0.10, -0.12], [0.16, -0.14, -0.14], [-0.57, 0.37, 0.48], [-0.03, 0.00, 0.00], [0.00, 0.01, -0.13], [0.04, -0.12, 0.04], [-0.05, -0.04, 0.01], [0.01, 0.01, 0.02], [0.11, -0.02, -0.16], [0.02, 0.02, -0.05], [0.03, 0.02, 0.03], [-0.03, -0.04, 0.04], [-0.03, -0.02, 0.01], [0.01, -0.05, 0.04], [-0.07, -0.06, 0.11]],
  "orbital_gap_ev": [7.30, 5.36],
  "homo_energy_ev": [-4.76, -4.74],
  "charge": -1,
  "s2": 0.76,
  "spin_multiplicity": 2,
  "lumo_energy_ev": [2.5342, 0.6174]
}

Record 4
{
  "formula": "C15H25AsCl2N8O5Ru",
  "method": "wB97M-V/def2-TZVPD",
  "symbols": ["Ru", "N", "C", "C", "C", "O", "O", "H", "H", "H", "H", "H", "H", "N", "C", "N", "C", "N", "N", "C", "N", "C", "C", "C", "C", "C", "N", "H", "H", "H", "H", "H", "H", "H", "H", "C", "As", "C", "C", "O", "H", "H", "H", "H", "H", "H", "H", "H", "H", "O", "N", "O", "Cl", "C", "Cl", "H", "H"],
  "positions_angstrom": [[-0.103, -0.004, -0.137], [-0.335, 2.354, -0.409], [0.730, 3.160, -1.059], [2.084, 2.826, -0.455], [2.361, 1.374, -0.768], [2.856, 1.050, -1.830], [1.918, 0.526, 0.155], [-1.247, 2.561, -0.802], [-0.357, 2.514, 0.592], [0.520, 4.224, -0.956], [0.738, 2.923, -2.123], [2.055, 2.965, 0.627], [2.856, 3.450, -0.897], [-3.056, 1.461, -1.686], [-2.222, 1.061, -2.677], [-2.536, 1.427, -3.909], [-1.703, 0.996, -4.858], [-1.941, 1.367, -6.118], [-0.641, 0.191, -4.643], [-0.404, -0.084, -3.384], [-1.121, 0.351, -2.336], [0.774, -0.951, -3.095], [1.549, -1.447, -4.127], [2.661, -2.211, -3.818], [2.970, -2.433, -2.489], [2.148, -1.897, -1.517], [1.055, -1.192, -1.811], [-3.923, 1.857, -2.011], [-3.100, 0.904, -0.845], [-2.730, 1.952, -6.323], [-1.336, 1.043, -6.851], [1.273, -1.214, -5.145], [3.286, -2.612, -4.605], [3.845, -2.998, -2.198], [2.383, -2.008, -0.470], [-0.160, 3.220, 3.818], [-0.983, 1.564, 3.332], [-2.846, 1.909, 3.070], [-0.791, 0.377, 4.815], [-0.217, 0.946, 1.986], [-0.565, 3.577, 4.765], [-0.344, 3.960, 3.041], [0.910, 3.048, 3.913], [-3.231, 2.499, 3.904], [-3.372, 0.961, 3.001], [-2.970, 2.452, 2.136], [-1.256, 0.806, 5.702], [0.271, 0.219, 4.984], [-1.263, -0.571, 4.566], [-1.914, -1.679, -0.447], [-1.910, -0.869, 0.487], [-2.888, -0.165, 0.711], [-1.363, -3.990, 2.099], [0.057, -3.634, 1.128], [0.796, -2.075, 1.588], [-0.227, -3.568, 0.088], [0.802, -4.397, 1.311]],
  "atomic_forces_ev_per_a": [[1.35, 1.00, -0.46], [0.19, -0.08, -0.20], [-0.19, -0.08, 0.07], [-0.01, -0.03, 0.18], [0.07, -0.51, 0.00], [0.00, 0.02, 0.23], [-0.19, 0.25, -0.25], [-0.05, 0.06, 0.02], [0.05, 0.11, 0.11], [-0.07, 0.08, 0.04], [-0.03, -0.03, -0.06], [0.05, 0.10, -0.01], [-0.02, 0.03, -0.02], [0.19, 0.15, -0.23], [-0.21, -0.01, 0.13], [0.07, -0.01, -0.02], [-0.04, 0.03, -0.17], [0.04, -0.04, 0.15], [-0.03, 0.03, 0.03], [0.13, -0.13, 0.07], [0.13, -0.08, 0.01], [-0.05, 0.01, 0.09], [-0.03, 0.04, -0.07], [0.04, -0.02, -0.08], [0.04, -0.06, -0.01], [-0.13, 0.08, -0.03], [-0.11, -0.09, -0.02], [-0.03, 0.01, 0.00], [-0.10, -0.15, 0.14], [-0.02, 0.01, -0.01], [0.00, 0.00, -0.01], [0.02, -0.01, 0.02], [-0.02, 0.02, 0.03], [-0.04, 0.02, -0.02], [0.00, 0.02, 0.02], [0.03, 0.03, 0.04], [-0.04, -0.24, 0.04], [-0.05, -0.02, 0.04], [-0.02, -0.05, -0.01], [-0.09, 0.11, -0.15], [0.02, -0.01, -0.05], [0.00, 0.04, -0.01], [0.05, 0.03, 0.01], [0.04, -0.02, -0.04], [-0.02, 0.01, -0.03], [-0.04, 0.03, -0.01], [0.01, -0.01, 0.00], [0.05, -0.02, 0.04], [-0.01, -0.02, 0.00], [-0.06, -0.52, 0.03], [-0.57, 0.12, -0.23], [-0.37, -0.07, 0.43], [-0.01, 0.03, -0.01], [-0.04, -0.03, 0.17], [0.11, -0.09, 0.22], [-0.06, 0.03, -0.13], [0.05, -0.05, -0.03]],
  "orbital_gap_ev": [8.63, 7.61],
  "homo_energy_ev": [-11.46, -11.93],
  "charge": 1,
  "s2": 8.78,
  "spin_multiplicity": 6,
  "lumo_energy_ev": [-2.8267, -4.3192]
}

Record 5
{
  "formula": "C15H25BrCl4N2OP",
  "method": "wB97M-V/def2-TZVPD",
  "symbols": ["C", "C", "C", "C", "C", "C", "C", "N", "C", "N", "C", "C", "C", "C", "C", "C", "P", "O", "Br", "H", "H", "H", "H", "H", "H", "H", "H", "H", "H", "H", "H", "H", "H", "H", "H", "H", "H", "H", "H", "H", "H", "H", "H", "H", "C", "Cl", "Cl", "Cl", "Cl"],
  "positions_angstrom": [[-0.412, 1.683, 2.034], [-1.363, 1.433, 0.861], [-0.782, 1.967, -0.466], [-1.355, 1.276, -1.720], [-0.375, 0.476, -2.633], [1.113, 0.553, -2.292], [1.539, -0.242, -1.087], [0.563, -0.795, -0.333], [0.762, -1.520, 0.788], [-0.339, -1.982, 1.435], [-1.426, -2.630, 0.663], [-0.980, -3.793, -0.241], [-1.206, -3.531, -1.730], [2.067, -1.701, 1.213], [3.082, -1.147, 0.476], [2.836, -0.405, -0.690], [4.183, 0.364, -1.707], [5.283, 0.712, -0.570], [4.961, -1.559, -2.528], [0.157, 2.596, 1.846], [0.322, 0.879, 2.134], [-0.935, 1.828, 2.977], [-1.582, 0.364, 0.770], [-2.293, 1.964, 1.056], [0.304, 1.916, -0.396], [-1.020, 3.031, -0.509], [-1.874, 2.007, -2.336], [-2.143, 0.594, -1.386], [-0.680, -0.575, -2.639], [-0.483, 0.791, -3.669], [1.687, 0.195, -3.150], [1.437, 1.581, -2.122], [-0.400, -0.646, -0.610], [-0.079, -2.520, 2.249], [-1.934, -1.861, 0.075], [-2.147, -2.969, 1.402], [0.071, -4.032, -0.063], [-1.545, -4.680, 0.047], [-1.068, -4.446, -2.303], [-0.506, -2.788, -2.117], [-2.223, -3.179, -1.908], [2.249, -2.274, 2.111], [4.094, -1.316, 0.819], [5.577, -0.034, -0.035], [-2.630, 4.886, 3.258], [-3.748, 3.665, 2.632], [-1.361, 5.200, 2.061], [-3.505, 6.375, 3.586], [-1.892, 4.288, 4.746]],
  "atomic_forces_ev_per_a": [[0.14, 0.17, -0.27], [0.35, 0.37, -0.08], [-0.34, 0.02, 0.28], [0.07, -0.06, -0.02], [-0.08, 0.00, 0.19], [-0.06, -0.21, -0.11], [-0.33, 0.30, -0.12], [-0.10, -0.39, 0.05], [-0.59, 0.23, -0.17], [0.26, -0.57, -0.11], [0.08, 0.25, 0.06], [-0.17, -0.07, -0.09], [0.05, -0.05, 0.13], [0.27, 0.04, 0.25], [-0.05, 0.03, 0.03], [0.62, -0.10, 0.10], [0.01, 0.16, 0.11], [-0.18, -0.06, -0.09], [0.02, -0.10, -0.04], [-0.04, 0.04, 0.10], [-0.06, -0.02, 0.11], [0.01, -0.20, 0.06], [-0.20, 0.03, 0.14], [-0.16, -0.28, -0.07], [0.09, -0.03, -0.17], [0.15, 0.03, -0.01], [0.06, 0.03, -0.01], [-0.05, 0.00, -0.06], [0.08, -0.03, -0.12], [-0.03, 0.11, 0.03], [0.02, 0.00, 0.03], [-0.02, 0.07, -0.12], [0.01, 0.08, -0.10], [-0.08, 0.05, 0.07], [-0.09, 0.00, 0.01], [-0.03, 0.09, 0.02], [0.02, 0.01, 0.07], [0.04, -0.03, 0.00], [0.03, 0.03, -0.05], [-0.02, 0.01, -0.03], [-0.02, 0.01, -0.04], [0.09, -0.03, 0.00], [0.07, 0.01, -0.05], [0.20, 0.01, 0.08], [0.03, 0.05, 0.06], [-0.04, 0.04, 0.00], [-0.05, -0.01, -0.03], [-0.01, -0.01, -0.01], [0.02, -0.01, 0.00]],
  "orbital_gap_ev": 8.86,
  "homo_energy_ev": -12.54,
  "charge": 1,
  "lumo_energy_ev": -3.6829
}

Strongest force on any atom / eV/A: 6.20; 0.66; 1.23; 1.74; 0.65
Electronic energy / eV: -46654.2841; -26180.9081; -135674.7825; -126577.1267; -150404.6506